No. 1
The following is a quantum chemistry calculation of C34H22CoF4N3 as an isolated structure, from the Open Molecules 2025 dataset.

Properties
frontier orbital gap (alpha / beta) = 5.263 / 6.731 eV
multiplicity = 4
charge = -1

Element x y z (Å)
1 Co 10.356 9.048 11.271
2 F 9.649 7.749 16.414
3 C 10.564 8.065 15.437
4 C 10.080 8.194 14.137
5 C 10.930 8.650 13.126
6 C 12.264 9.039 13.506
7 C 12.703 8.759 14.828
8 F 14.015 8.870 15.055
9 C 11.866 8.284 15.821
10 C 12.951 9.931 12.554
11 C 14.185 10.544 12.785
12 C 14.497 11.583 11.918
13 C 13.658 11.841 10.822
14 C 12.589 11.028 10.516
15 N 12.239 10.056 11.365
16 H 9.057 7.923 13.904
17 H 12.260 8.093 16.836
18 H 14.804 10.286 13.670
19 H 15.348 12.257 12.145
20 H 13.927 12.643 10.134
21 H 12.029 11.182 9.609
22 F 7.281 4.624 10.989
23 C 7.407 5.992 11.215
24 C 8.699 6.594 11.173
25 C 8.790 7.937 11.204
26 C 7.626 8.777 11.370
27 C 6.406 8.138 11.323
28 F 5.213 8.758 11.369
29 C 6.272 6.737 11.434
30 C 7.794 10.258 11.706
31 C 6.738 11.066 12.110
32 C 7.078 12.308 12.608
33 C 8.381 12.748 12.499
34 C 9.367 11.930 11.991
35 N 9.107 10.689 11.545
36 H 9.572 5.949 11.111
37 H 5.279 6.323 11.720
38 H 5.682 10.674 12.126
39 H 6.334 12.993 12.978
40 H 8.616 13.780 12.809
41 H 10.385 12.304 11.802
42 C 7.702 10.236 6.709
43 C 8.561 11.151 7.270
44 C 9.574 10.713 8.158
45 C 9.635 9.363 8.510
46 C 8.760 8.431 7.853
47 C 7.840 8.888 6.947
48 N 10.592 8.860 9.384
49 C 11.622 8.075 8.827
50 C 12.105 6.955 9.459
51 C 13.171 6.237 8.969
52 C 13.836 6.636 7.819
53 C 13.370 7.806 7.233
54 C 12.246 8.466 7.655
55 H 6.895 10.564 6.010
56 H 8.472 12.191 7.046
57 H 10.202 11.439 8.617
58 H 8.967 7.387 8.003
59 H 7.134 8.181 6.486
60 H 11.708 6.695 10.474
61 H 13.499 5.370 9.552
62 H 14.711 6.104 7.374
63 H 13.934 8.122 6.338
64 H 11.861 9.299 7.064

Atom charges from the Löwdin analysis, given in e for atoms 1 to 6: number 1, Co, carries 0.5428; number 2, F, carries 0.0133; number 3, C, carries -0.2701; number 4, C, carries -0.0398; number 5, C, carries -0.1043; number 6, C, carries -0.1155

---

No. 2
The following is a quantum chemistry calculation of C5H6O in the gas phase, from the Open Molecules 2025 dataset.

Properties
frontier orbital gap = 10.572 eV
structure (SMILES) = C#CCC(C)=O
energy relative to the best compared isomer or geometry (same formula, charge and spin) = 157.11 kJ/mol
charge = 0

Element x y z (Å)
1 C 2.268 -0.194 1.155
2 C 1.513 -0.355 0.232
3 C 0.491 -0.639 -0.777
4 C -0.882 -0.461 -0.108
5 C -1.507 0.914 -0.146
6 O -1.396 -1.386 0.475
7 H 2.931 -0.088 1.984
8 H 0.599 0.000 -1.661
9 H 0.583 -1.685 -1.087
10 H -2.568 0.829 0.095
11 H -1.375 1.401 -1.117
12 H -1.025 1.544 0.610

Atom charges from the Löwdin analysis, given in e for atoms 1 to 6: number 1, C, carries 0.1200; number 2, C, carries -0.1398; number 3, C, carries -0.1383; number 4, C, carries -0.4499; number 5, C, carries -0.0128; number 6, O, carries 0.0903

---

No. 3
The following is a quantum chemistry calculation of C3H6MgO4RuS as an isolated structure, from the Open Molecules 2025 dataset.

Properties
frontier orbital gap (alpha / beta) = 8.224 / 5.857 eV
multiplicity = 6
energy relative to the best compared isomer or geometry (same formula, charge and spin) = 42.32 kJ/mol
charge = +1

Element x y z (Å)
1 Mg -0.447 -1.665 0.643
2 S -3.192 -0.598 0.528
3 O -2.771 0.832 1.245
4 O -2.316 -1.779 1.211
5 O -0.193 -1.268 -1.231
6 C 0.813 -0.421 -1.653
7 C 1.375 0.633 -0.699
8 O 0.458 1.035 0.319
9 C 0.450 0.108 1.507
10 Ru -1.426 1.318 -0.042
11 H 0.365 0.156 -2.493
12 H 1.690 -1.016 -1.984
13 H 1.585 1.555 -1.262
14 H 2.298 0.280 -0.215
15 H -0.170 0.678 2.223
16 H 1.479 0.151 1.900

Atom charges from the Löwdin analysis, given in e for atoms 1 to 6: number 1, Mg, carries 0.8343; number 2, S, carries 0.9688; number 3, O, carries -0.7206; number 4, O, carries -0.6016; number 5, O, carries -0.3381; number 6, C, carries -0.3563

---

No. 4
The following is a quantum chemistry calculation of a 3-piece molecular cluster, C3H14N2O2 overall, from the Open Molecules 2025 dataset.

Properties
frontier orbital gap = 9.900 eV
structure (SMILES) = CCNCN.O.O
energy relative to the best compared isomer or geometry (same formula, charge and spin) = 216.74 kJ/mol
charge = 0

Element x y z (Å)
1 C 0.613 -0.879 2.666
2 C 0.711 -1.027 1.008
3 N 0.847 0.300 0.385
4 C 0.850 0.090 -1.123
5 N 1.318 1.328 -1.735
6 H 1.514 -0.683 3.296
7 H -0.064 -1.545 3.322
8 H 0.142 0.075 2.534
9 H 1.443 -1.777 0.684
10 H -0.243 -1.384 0.639
11 H 1.763 0.752 0.578
12 H -0.216 -0.028 -1.316
13 H 1.431 -0.845 -1.433
14 H 1.029 1.438 -2.759
15 H 2.245 1.437 -1.733
16 O -1.769 2.210 -3.795
17 H -2.336 1.769 -3.151
18 H -1.583 2.987 -3.204
19 O -2.618 -1.742 1.453
20 H -2.904 -1.581 2.370
21 H -2.174 -0.894 1.314

Atom charges from the Löwdin analysis, given in e for atoms 1 to 6: number 1, C, carries -0.0768; number 2, C, carries -0.2742; number 3, N, carries -0.1000; number 4, C, carries -0.3074; number 5, N, carries 0.0053; number 6, H, carries 0.0569

---

No. 5
The following is a quantum chemistry calculation of C14H26N3RuS4 as an isolated structure, from the Open Molecules 2025 dataset.

Properties
frontier orbital gap (alpha / beta) = 7.519 / 6.780 eV
multiplicity = 2
energy relative to the best compared isomer or geometry (same formula, charge and spin) = 89.64 kJ/mol
charge = +2

Element x y z (Å)
1 Ru 0.125 0.127 0.235
2 C -2.572 -1.509 -0.966
3 C -1.815 -2.770 -0.571
4 S -0.154 -2.468 0.106
5 C -0.303 -3.040 1.837
6 C 0.218 -2.024 2.833
7 S -0.355 -0.325 2.659
8 C -2.142 -0.313 2.867
9 C -2.955 -0.790 1.684
10 S -2.345 -0.087 0.122
11 H -2.271 -1.163 -1.954
12 H -3.642 -1.713 -1.028
13 H -2.352 -3.371 0.159
14 H -1.690 -3.398 -1.453
15 H -1.341 -3.311 2.018
16 H 0.290 -3.950 1.925
17 H 0.029 -2.364 3.853
18 H 1.300 -1.918 2.730
19 H -2.392 -0.872 3.770
20 H -2.351 0.739 3.070
21 H -2.953 -1.873 1.593
22 H -3.990 -0.465 1.794
23 N 2.166 -0.366 -0.245
24 C 2.858 0.611 -1.129
25 C 2.337 0.482 -2.551
26 C 0.936 1.042 -2.695
27 N -0.046 0.239 -1.896
28 H 2.664 -0.391 0.638
29 H 2.236 -1.295 -0.657
30 H 3.936 0.451 -1.092
31 H 2.654 1.606 -0.736
32 H 2.360 -0.568 -2.867
33 H 3.002 1.015 -3.230
34 H 0.624 1.036 -3.740
35 H 0.887 2.066 -2.332
36 H -0.056 -0.702 -2.282
37 H -0.961 0.649 -2.066
38 S -0.187 2.433 0.175
39 C 1.132 2.631 1.306
40 C 1.654 3.825 1.800
41 C 2.681 3.744 2.715
42 C 3.165 2.494 3.114
43 C 2.597 1.367 2.570
44 N 1.598 1.437 1.671
45 H 1.257 4.774 1.468
46 H 3.109 4.647 3.130
47 H 3.965 2.406 3.835
48 H 2.933 0.376 2.858

Atom charges from the Löwdin analysis, given in e for atoms 1 to 6: number 1, Ru, carries 0.6164; number 2, C, carries -0.4685; number 3, C, carries -0.4524; number 4, S, carries 0.9060; number 5, C, carries -0.4432; number 6, C, carries -0.4692

---

No. 6
The following is a quantum chemistry calculation of a 3-piece molecular cluster, C5H8O2 overall, from the Open Molecules 2025 dataset.

Properties
frontier orbital gap = 8.581 eV
energy relative to the best compared isomer or geometry (same formula, charge and spin) = 877.23 kJ/mol
charge = 0

Element x y z (Å)
1 O 2.347 0.512 0.104
2 C 1.614 -0.657 0.404
3 C 0.711 -0.242 1.403
4 C -0.899 1.021 -0.229
5 C -2.155 0.271 -0.732
6 C -1.025 -0.641 -0.646
7 O -0.829 -1.714 -1.146
8 H 2.791 0.150 -0.669
9 H 1.819 -1.519 1.614
10 H 1.404 -1.229 -0.463
11 H 1.200 0.348 2.178
12 H -0.942 1.439 0.772
13 H -0.502 1.750 -0.927
14 H -2.637 0.549 -1.668
15 H -2.898 -0.040 0.004

Atom charges from the Löwdin analysis, given in e for atoms 1 to 6: number 1, O, carries -0.0419; number 2, C, carries -0.3647; number 3, C, carries -0.0010; number 4, C, carries -0.0486; number 5, C, carries -0.1264; number 6, C, carries -0.3404